Entry 1:
ORCA calculation (ωB97M-V/def2-TZVPD) on a structure of composition C50H35BCo2F3O7PS at a distorted geometry.

spin multiplicity	1
total energy	-170948.381	eV
net charge	0

Structure (XYZ):
```
100
Properties=species:S:1:pos:R:3:lowdin_charge:R:1
O -0.3948 1.5166 1.9945 -0.04
C -0.4783 1.1999 0.8301 -0.32
Co 0.1349 0.6515 -0.7253 0.20
C 1.0554 2.2667 -1.2688 -0.21
O 1.4235 2.8194 -2.2813 0.03
C 1.1614 -0.2024 0.3787 -0.13
O 1.7562 -0.5618 1.3243 0.16
C -1.4386 0.1672 -1.2799 -0.10
C -1.6180 0.9853 -0.0851 -0.26
C -2.8407 1.6103 0.3520 0.06
C -3.4093 2.4205 -0.6942 -0.22
C -4.7970 2.6684 -0.8612 -0.03
C -5.3059 3.1180 -2.0799 -0.09
C -4.4474 3.3759 -3.1724 -0.08
C -3.0540 3.3120 -2.9663 -0.08
C -2.5687 2.9564 -1.7167 -0.04
Co -0.4147 0.3599 -3.0001 0.08
C -0.1650 1.5250 -4.2810 -0.14
O -0.0204 2.0762 -5.2948 0.16
C -1.5731 -0.3126 -4.1238 -0.16
O -2.2385 -0.6600 -5.0162 0.15
P 1.1708 -1.0081 -2.8651 1.06
C 2.7150 -1.0572 -1.8300 -0.33
C 3.3667 -2.2666 -1.5538 -0.08
C 4.5323 -2.2599 -0.7703 -0.06
C 5.0710 -1.0586 -0.2997 -0.07
C 4.4443 0.1460 -0.6082 -0.06
C 3.3181 0.1423 -1.4274 -0.11
C 0.2929 -2.5776 -2.4860 -0.34
C 0.3438 -3.1467 -1.2093 -0.07
C -0.1658 -4.4397 -1.0349 -0.06
C -0.9435 -5.0478 -2.0200 -0.07
C -1.1458 -4.3983 -3.2395 -0.07
C -0.5110 -3.1772 -3.4753 -0.12
C 2.0915 -1.5461 -4.3799 -0.31
C 2.2147 -2.8834 -4.7794 -0.09
C 2.9263 -3.2246 -5.9345 -0.07
C 3.5666 -2.2237 -6.6680 -0.09
C 3.5591 -0.8999 -6.2042 -0.07
C 2.8257 -0.5597 -5.0578 -0.08
H -2.0712 -0.6867 -1.5593 0.09
H -3.3254 1.4310 1.3048 0.11
H -5.4447 2.4065 -0.0283 0.11
H -6.3903 3.2223 -2.2094 0.10
H -4.8429 3.6674 -4.1589 0.10
H -2.3599 3.5146 -3.7961 0.10
H -1.4922 3.0064 -1.5346 0.10
H 2.9739 -3.2106 -1.9467 0.11
H 5.0204 -3.2080 -0.5367 0.11
H 5.9753 -1.0575 0.3098 0.11
H 4.8240 1.0899 -0.2181 0.11
H 2.9373 1.0988 -1.7909 0.09
H 0.7940 -2.6064 -0.3665 0.10
H 0.0582 -4.9737 -0.1171 0.09
H -1.3959 -6.0202 -1.8245 0.11
H -1.7763 -4.8514 -4.0071 0.11
H -0.6110 -2.7064 -4.4555 0.10
H 1.7588 -3.6841 -4.1985 0.10
H 2.9742 -4.2712 -6.2453 0.11
H 4.0755 -2.4815 -7.5981 0.10
H 4.1251 -0.1364 -6.7456 0.11
H 2.8237 0.4642 -4.6719 0.11
C -0.4119 2.2820 7.0468 -0.10
C -1.3175 2.0230 5.9014 -0.56
C -2.6797 1.7598 5.9210 -0.13
C -3.1875 1.2282 4.7111 -0.10
C -2.1686 0.7779 3.8117 -0.38
B 1.2618 2.8452 0.1823 -0.57
C -1.9920 -0.6591 3.6808 -0.23
C -0.7166 -1.2757 3.6524 -0.04
C -0.5799 -2.6341 3.3997 -0.01
C -1.7284 -3.3909 3.1640 -0.15
C -1.6494 -4.6471 2.3752 -0.53
F -2.0455 -5.7601 3.0482 0.13
F -2.4395 -4.5533 1.2552 0.11
F -0.3751 -4.8657 1.9193 0.08
C -2.9886 -2.8795 3.4905 -0.02
C -3.1344 -1.5183 3.6791 -0.01
O 0.5105 3.8870 0.7338 0.21
C 1.1609 4.1279 1.9246 -0.18
C 2.3950 3.4518 1.9458 -0.18
C 3.2459 3.5015 3.0327 0.00
C 2.7518 4.0218 4.2316 -0.08
C 1.4666 4.5755 4.2671 -0.11
C 0.6999 4.7185 3.0931 0.00
O 2.4883 2.6288 0.8565 0.19
S -0.6809 1.6867 4.3553 1.12
H -1.0167 2.5752 7.9216 0.08
H 0.0970 1.3302 7.2971 0.09
H 0.3415 3.0522 6.7844 0.07
H -3.2298 1.8786 6.8517 0.11
H -4.2588 1.0665 4.5998 0.11
H 0.2017 -0.7199 3.8736 0.09
H 0.4039 -3.1032 3.4227 0.13
H -3.8536 -3.5292 3.5911 0.13
H -4.1190 -1.0773 3.8668 0.11
H 4.2557 3.1407 2.9005 0.12
H 3.3927 4.0141 5.1187 0.11
H 1.0644 4.9581 5.2150 0.10
H -0.2348 5.2696 3.0832 0.12
```

---

Entry 2:
ORCA calculation (ωB97M-V/def2-TZVPD) on a structure of composition C50H36Cl6N4Ru.

spin multiplicity	1
total energy	-136114.234	eV
net charge	0

Structure (XYZ):
```
97
Properties=species:S:1:pos:R:3:lowdin_charge:R:1
Ru 0.1255 -0.0975 -0.1284 1.10
Cl -6.8501 -5.9417 2.4401 0.66
C -5.5492 -4.8972 1.9464 -0.67
C -5.7826 -3.5400 1.8013 -0.09
C -4.7399 -2.7152 1.4071 -0.03
C -3.4699 -3.2286 1.1582 -0.20
C -3.2654 -4.5957 1.3117 -0.03
C -4.2972 -5.4358 1.7036 -0.09
C -2.3531 -2.3239 0.7452 -0.09
C -1.2781 -2.1915 1.6197 -0.25
C -1.1947 -2.8031 2.9311 0.01
C -0.0265 -2.4111 3.4755 0.00
C 0.6314 -1.5575 2.5054 -0.23
C 1.8886 -0.9755 2.6754 -0.07
C 2.6214 -1.2795 3.9440 -0.21
C 3.0442 -2.5725 4.2379 -0.03
C 3.7227 -2.8568 5.4137 -0.10
C 3.9815 -1.8311 6.3068 -0.67
Cl 4.8309 -2.1759 7.7850 0.66
C 3.5759 -0.5344 6.0402 -0.09
C 2.8996 -0.2679 4.8593 -0.03
C 2.5300 -0.1475 1.7573 -0.24
N 2.0074 0.3126 0.5839 -0.03
C 2.9493 1.1038 -0.0050 -0.24
C 2.7877 1.8094 -1.1927 -0.08
C 3.9219 2.6759 -1.6409 -0.20
C 3.7865 4.0604 -1.6796 -0.03
C 4.8336 4.8723 -2.0901 -0.09
C 6.0319 4.2892 -2.4670 -0.67
Cl 7.3542 5.2983 -2.9783 0.66
C 6.1917 2.9145 -2.4446 -0.09
C 5.1340 2.1176 -2.0315 -0.03
C 1.6621 1.7631 -2.0123 -0.22
C 1.5432 2.4389 -3.2943 0.01
C 0.3477 2.1001 -3.8088 0.01
C -0.2900 1.2084 -2.8551 -0.22
N 0.5418 1.0243 -1.7930 -0.03
C -1.5152 0.5780 -3.0556 -0.07
C -2.1016 -0.3539 -2.2010 -0.24
C -3.3465 -1.0516 -2.4614 0.01
C -3.5750 -1.8612 -1.4104 0.01
C -2.4859 -1.6626 -0.4729 -0.23
N -1.6211 -0.7383 -0.9859 -0.04
C -2.2482 0.9152 -4.3157 -0.21
C -2.8165 2.1735 -4.4892 -0.02
C -3.4938 2.4997 -5.6549 -0.09
C -3.6036 1.5525 -6.6587 -0.67
Cl -4.4512 1.9504 -8.1250 0.66
C -3.0464 0.2939 -6.5137 -0.09
C -2.3712 -0.0156 -5.3423 -0.03
C 4.1343 1.1357 0.8334 0.01
C 3.8837 0.3595 1.9030 0.00
N -0.1696 -1.4250 1.4122 -0.02
H -6.7656 -3.1359 1.9991 0.11
H -4.9127 -1.6511 1.2981 0.12
H -2.2852 -5.0110 1.1115 0.13
H -4.1353 -6.4989 1.8150 0.11
H -1.9467 -3.4295 3.3809 0.11
H 0.3553 -2.6620 4.4512 0.11
H 2.8436 -3.3699 3.5325 0.12
H 4.0540 -3.8619 5.6346 0.11
H 3.7847 0.2538 6.7501 0.11
H 2.5749 0.7431 4.6454 0.13
H 2.8477 4.5097 -1.3784 0.13
H 4.7244 5.9477 -2.1146 0.11
H 7.1300 2.4738 -2.7519 0.11
H 5.2479 1.0401 -2.0246 0.10
H 2.2964 3.0632 -3.7446 0.11
H -0.0641 2.3973 -4.7591 0.11
H -3.9561 -0.9394 -3.3427 0.11
H -4.3940 -2.5482 -1.2803 0.11
H -2.7309 2.9073 -3.6968 0.12
H -3.9376 3.4770 -5.7844 0.11
H -3.1364 -0.4316 -7.3103 0.11
H -1.9236 -0.9954 -5.2267 0.13
H 5.0403 1.6787 0.6237 0.11
H 4.5501 0.1372 2.7200 0.11
C -2.2577 0.7866 2.4058 -0.04
C -1.7959 1.8315 1.3872 -0.63
C -1.5631 3.1690 2.0994 -0.07
C -2.8826 2.0235 0.3136 -0.03
C -0.5266 1.4194 0.6834 -0.08
H -3.0570 1.2075 3.0206 0.09
H -1.4434 0.4829 3.0670 0.09
H -2.6420 -0.1029 1.9110 0.06
H -2.4868 3.5218 2.5625 0.08
H -1.2215 3.9316 1.3961 0.08
H -0.8093 3.0697 2.8844 0.09
H -3.7877 2.3962 0.7999 0.09
H -3.1128 1.0881 -0.1932 0.06
H -2.5768 2.7542 -0.4392 0.09
H 0.1679 2.2695 0.5839 0.07
Cl 3.9411 -1.6794 -2.1088 0.57
C 2.7918 -2.4607 -1.0241 -0.95
Cl 1.1035 -2.1700 -1.4951 0.62
H 2.9237 -2.0615 -0.0243 0.01
H 2.9541 -3.5304 -1.0669 0.03
```

---

These records have relative energy (zero: lowest compared OMol25 entry of this formula, charge and spin) values of 450.9, 0.0 kJ/mol, in the order they appear.
These records have Kohn-Sham gap values of 0.18100, 0.21993 Eh, in the order they appear.
These records have HOMO values of -6.6, -7.2 eV, in the order they appear.